The following is a quantum chemistry calculation of a cluster of 3 separate species, C30H62IN5O4PS in total at a distorted geometry, from the Open Molecules 2025 dataset.

Last column: Mulliken charge in e.
Element x y z (Å)
C: -0.003780 -0.459086 1.279783  -0.75
C: -0.018256 -0.737975 -0.057355  -0.26
C: -0.518208 0.191978 -1.154591  -1.02
C: -1.712819 -0.374323 -1.869253  0.35
C: -1.619657 -1.039969 -3.131669  0.45
C: -0.282645 -1.122440 -3.834441  -1.94
C: 0.426954 -2.483668 -3.762494  1.59
C: 1.766249 -2.403443 -4.535699  -1.21
C: 3.003205 -2.746444 -3.694457  -0.77
C: 3.056215 -1.992129 -2.364461  -0.03
N: 4.415143 -1.936382 -1.841469  -0.65
C: -2.778784 -1.595359 -3.676655  0.97
C: -2.753962 -2.370583 -4.963176  -1.01
C: -3.300810 -3.814454 -4.882143  -0.47
C: -2.221943 -4.871879 -4.699226  -1.36
I: -1.215404 -5.366610 -6.503524  0.06
C: -4.002473 -1.386634 -2.962473  0.02
P: -5.644641 -1.998550 -3.521672  -0.09
C: -5.870538 -1.519641 -5.286463  -1.16
C: -6.798374 -0.870113 -2.653049  -0.62
C: -6.512387 0.639910 -2.878680  -0.98
N: -4.053997 -0.738774 -1.824169  -0.87
N: -2.921576 -0.282601 -1.312565  0.40
S: -3.152167 0.484942 0.239649  -0.15
H: -0.924023 -0.300906 1.826006  0.25
H: 0.961840 -0.437442 1.777312  0.34
H: 0.330131 -1.711505 -0.396244  0.29
H: 0.324404 0.257383 -1.822404  0.04
H: -0.692945 1.195799 -0.780134  0.54
H: -0.460498 -0.906327 -4.887326  0.60
H: 0.408599 -0.361941 -3.503525  0.98
H: 0.580506 -2.811980 -2.739355  0.66
H: -0.183228 -3.189074 -4.312919  -1.33
H: 1.891578 -1.416960 -4.983106  0.41
H: 1.731124 -3.113387 -5.359526  0.35
H: 3.072414 -3.823953 -3.564096  0.26
H: 3.876767 -2.428419 -4.262681  0.32
H: 2.643460 -0.988299 -2.544258  0.15
H: 2.395249 -2.484273 -1.654339  0.27
H: 4.885673 -1.099283 -2.157613  0.27
H: 4.407098 -1.881820 -0.831657  0.25
H: -1.739126 -2.389969 -5.337923  0.34
H: -3.315864 -1.823003 -5.715851  0.48
H: -3.853589 -4.007224 -5.796192  0.35
H: -3.983214 -3.954844 -4.047809  0.37
H: -1.527316 -4.605902 -3.910606  0.50
H: -2.705427 -5.782589 -4.361310  0.57
H: -5.820049 -2.398644 -5.918615  0.31
H: -6.888443 -1.141916 -5.363126  0.45
H: -5.217104 -0.727601 -5.638456  0.41
H: -7.795278 -1.086813 -3.023553  0.55
H: -6.740532 -1.083814 -1.591590  0.40
H: -5.623101 0.797690 -3.484876  0.26
H: -6.330569 1.145556 -1.934680  0.25
H: -7.352114 1.138234 -3.352080  0.32
H: -2.846521 1.750053 -0.100235  0.22
C: 2.200627 3.045477 0.235015  -0.78
O: 0.859555 3.309591 0.609871  -0.23
C: 0.655651 3.379953 2.016591  -0.76
C: 0.330333 4.784067 2.475436  -0.29
N: 1.496759 5.649629 2.382664  -0.31
C: 1.221227 7.069495 2.596043  -0.70
C: 0.311213 7.782728 1.602581  -0.47
O: 0.856135 7.913994 0.303442  -0.43
C: 0.663169 6.811915 -0.557425  -0.50
H: 2.208880 2.851425 -0.837219  0.23
H: 2.854752 3.899030 0.434492  0.38
H: 2.590479 2.164481 0.754014  0.27
H: 1.512522 2.980864 2.566621  0.42
H: -0.207945 2.738110 2.223467  0.33
H: -0.003227 4.746393 3.516250  0.40
H: -0.506943 5.149515 1.863106  0.19
H: 1.914501 5.538966 1.468109  0.08
H: 2.184431 7.583904 2.586492  0.37
H: 0.807693 7.194158 3.601391  0.41
H: 0.174570 8.802896 1.968459  0.36
H: -0.690387 7.337366 1.554455  0.33
H: -0.278396 6.294239 -0.351434  0.26
H: 1.493088 6.100615 -0.496265  0.13
H: 0.633355 7.192592 -1.578604  0.34
C: 3.125085 0.182191 7.860589  -0.70
O: 3.643785 -1.121437 7.684573  -0.35
C: 2.711324 -2.164301 7.943001  -0.78
C: 2.349536 -2.893379 6.667673  -0.22
N: 1.546789 -2.051632 5.787219  -0.33
C: 1.353522 -2.592685 4.447074  -0.54
C: 2.577360 -2.769124 3.554680  -0.64
O: 3.181885 -1.550480 3.153703  -0.29
C: 4.123706 -1.006360 4.066032  -0.65
H: 3.959336 0.877473 7.786777  0.24
H: 2.389867 0.438347 7.088760  0.28
H: 2.663205 0.295867 8.845259  0.35
H: 1.818952 -1.781868 8.446029  0.41
H: 3.199998 -2.871285 8.618476  0.40
H: 1.777694 -3.791134 6.918931  0.37
H: 3.287955 -3.210381 6.193420  0.18
H: 1.993400 -1.147393 5.708220  0.06
H: 0.673171 -1.912047 3.926705  0.24
H: 0.835613 -3.552980 4.534400  0.44
H: 2.235351 -3.243667 2.629962  0.34
H: 3.321599 -3.446135 3.987981  0.42
H: 4.648757 -1.786265 4.621066  0.33
H: 3.650735 -0.314461 4.767634  0.19
H: 4.854085 -0.440864 3.487296  0.27

Forces on the atoms, in the same order (eV/Å):
C 0.19 -0.21 -0.86
C -0.41 0.04 0.62
C -1.45 -0.86 0.56
C 0.18 -0.16 -1.08
C -0.14 0.02 0.39
C -0.34 -0.28 -0.17
C 0.24 0.49 -0.88
C 0.19 -0.43 0.40
C -0.10 0.59 -0.27
C -0.04 -0.07 -0.47
N -0.13 -0.04 0.34
C 0.43 0.13 0.55
C -0.10 0.02 0.02
C 0.47 0.08 -0.04
C -0.67 -0.21 0.31
I 0.21 0.17 0.11
C -0.16 0.30 -0.74
P -0.64 -0.96 0.34
C 0.04 0.32 0.22
C 0.70 1.09 -0.23
C -0.01 -0.18 0.19
N 0.07 -0.01 0.00
N 0.27 0.48 0.29
S -0.27 -0.18 0.35
H 0.19 1.93 -0.04
H -0.23 -1.78 0.72
H 1.70 0.63 -0.35
H 0.13 0.07 -0.22
H -0.08 0.02 0.16
H 0.05 0.06 -0.10
H 0.00 0.24 0.13
H -0.17 -0.10 0.13
H -0.17 -0.34 0.38
H -0.04 0.14 0.05
H -0.04 0.05 -0.18
H 0.10 -0.07 0.23
H 0.15 -0.19 -0.08
H -0.09 0.08 0.10
H 0.09 0.01 0.27
H 0.09 -0.05 -0.16
H 0.03 -0.05 0.06
H 0.10 -0.13 -0.15
H -0.15 0.14 0.03
H -0.14 -0.17 -0.02
H -0.20 0.22 0.05
H 0.31 0.07 -0.15
H 0.06 -0.22 -0.18
H 0.24 -0.05 -0.13
H -0.11 0.01 0.06
H 0.07 0.02 -0.12
H -0.09 -0.40 0.10
H -0.19 -0.26 0.08
H -0.01 0.10 -0.17
H -0.03 0.03 0.11
H -0.04 0.04 -0.13
H 0.03 -0.12 -0.30
C -0.10 0.02 -0.08
O 0.25 -0.06 -0.11
C -0.48 -0.17 0.15
C 0.19 0.17 -0.22
N -0.14 -0.02 -0.07
C 0.21 -0.07 0.00
C -0.07 0.19 0.14
O -0.04 -0.11 0.00
C 0.10 0.15 -0.09
H -0.03 0.02 -0.01
H 0.06 -0.05 0.05
H 0.03 0.02 0.02
H 0.07 0.04 -0.07
H 0.05 -0.01 0.13
H -0.02 0.02 0.01
H -0.10 -0.09 0.08
H 0.03 0.00 0.00
H -0.02 0.04 0.03
H -0.05 -0.01 -0.01
H 0.01 0.01 -0.02
H 0.04 -0.11 -0.05
H 0.01 -0.04 0.04
H -0.08 -0.10 0.02
H -0.01 0.03 0.01
C 0.11 -0.04 -0.01
O -0.16 0.14 -0.05
C 0.20 -0.22 0.09
C -0.04 0.16 -0.11
N 0.14 -0.07 -0.05
C -0.13 0.24 0.10
C -0.11 -0.18 -0.20
O 0.00 0.00 0.06
C 0.00 0.13 -0.15
H 0.02 -0.02 -0.01
H -0.07 0.02 0.07
H -0.04 0.02 -0.01
H -0.03 0.06 -0.08
H -0.02 0.01 0.03
H 0.00 -0.01 -0.02
H 0.02 -0.11 0.09
H -0.01 0.03 0.03
H -0.04 -0.06 -0.04
H 0.06 -0.04 -0.02
H 0.01 0.01 -0.01
H 0.05 0.10 0.10
H -0.04 -0.01 0.05
H 0.04 -0.07 0.10
H 0.00 -0.03 -0.03

Summary:
HOMO: -0.3821 Eh
Total energy: -75967.911 eV
Total charge: +1
LUMO energy: -4.02 eV
ΔE to the lowest compared entry with this formula, charge and spin: 0.00 kcal/mol

=====

The following is a quantum chemistry calculation of a cluster of 2 separate species, C3H6IN2S in total at a distorted geometry, from the Open Molecules 2025 dataset.

Last column: Mulliken charge in e.
Element x y z (Å)
C: 0.080637 -2.810277 0.207506  -0.44
C: 0.791333 -1.679264 0.147987  -0.15
C: -0.716567 1.317451 -0.295980  0.32
N: 0.021660 2.380951 -0.319484  -0.28
N: -1.966341 1.189737 -0.008285  -0.49
S: 0.881870 -0.706365 -1.278630  0.05
I: -3.000577 -0.585277 -0.045750  0.31
H: 0.056259 -3.410297 1.102813  0.26
H: -0.479089 -3.173985 -0.642955  0.33
H: 1.363614 -1.312677 0.992690  0.33
H: -0.321442 3.315770 -0.096138  0.22
H: 0.988009 2.314932 -0.610117  0.27
H: -2.560974 1.989586 0.211312  0.28

Forces on the atoms, in the same order (eV/Å):
C -0.05 -0.01 -0.28
C 0.30 0.50 -0.02
C 1.58 -2.51 -1.38
N 0.16 0.92 0.12
N -0.48 0.02 0.13
S -1.75 1.40 1.25
I 0.15 0.25 -0.03
H 0.12 -0.09 0.17
H -0.04 0.06 -0.09
H -0.04 -0.19 0.05
H 0.02 -0.23 0.02
H -0.18 -0.06 0.05
H 0.20 -0.06 0.02

Summary:
HOMO (alpha / beta): -0.4940 / -0.4940 Eh
Total energy: -25113.793 eV
Total charge: +1
LUMO energy (alpha / beta): -6.59 / -6.59 eV
ΔE to the lowest compared entry with this formula, charge and spin: 72.66 kcal/mol